(1)
A cluster of 2 separate species, C11H17N2 in total. Source: OMol25; level of theory: ωB97M-V/def2-TZVPD.

The charge is +1. The value obtained for the energy relative to the best compared isomer or geometry (same formula, charge and spin) is 1.692 eV. The calculation puts the LUMO energy at -3.65 eV. As for the HOMO energy: -10.679 eV. For the HOMO-LUMO gap, the calculation gives 7.0 eV.

```
30
Properties=species:S:1:pos:R:3:forces:R:3:mulliken_charge:R:1
C -1.2891 2.0530 -2.5516 -1.146 0.205 -3.474 -1.255
C -2.0779 -0.6042 -0.2015 -0.844 -2.256 1.500 -0.367
C -1.2967 -0.1070 -1.2172 0.133 -0.204 0.024 1.146
C -1.9368 1.0917 -1.6563 0.684 1.423 1.370 0.688
C -2.9705 1.3399 -0.8163 -1.372 -1.203 1.089 -0.753
C -0.6390 -2.4784 0.0287 1.960 -0.565 1.731 -0.817
C -1.8176 -1.8975 0.3756 -0.897 1.946 -0.938 -0.634
C 0.3694 -1.7980 -0.7478 -2.108 -0.869 -0.250 -1.243
C -0.0710 -0.7371 -1.4927 1.067 0.925 -0.664 -0.255
N -3.1141 0.2546 0.0956 1.336 0.344 -1.341 -0.126
H -0.3708 -3.3803 0.6152 -0.074 0.355 -0.825 0.319
H -2.5878 -2.3312 1.0038 0.365 -0.265 0.104 0.395
H 1.3550 -2.2022 -0.9083 -0.146 -0.375 -0.186 0.981
H 0.5885 -0.3484 -2.2812 -0.282 0.052 0.387 0.299
H -3.9547 -0.0916 0.5198 -0.247 0.360 0.062 0.262
H -3.6670 2.1576 -0.6684 0.301 0.036 -0.505 0.432
H -0.4325 1.5748 -3.0238 0.223 0.163 0.063 0.297
H -1.0158 3.0682 -2.2713 -0.108 -0.189 0.707 0.300
H -2.0078 2.1917 -3.4389 1.024 0.067 1.007 0.288
C 1.9313 -0.0306 2.0361 1.955 -2.120 1.311 -0.178
C 2.9700 -0.7844 1.1225 -0.855 -2.130 -0.364 -0.810
N 2.2563 1.4271 2.0062 -0.528 1.200 0.524 -0.334
H 0.8795 -0.1946 1.8578 -0.115 0.053 -0.792 0.251
H 2.0888 -0.4499 3.0971 -0.206 1.099 -1.441 0.245
H 2.4145 -1.4949 0.4336 0.697 0.902 1.154 -0.003
H 3.7515 -1.3962 1.6386 -1.057 0.488 0.248 0.362
H 2.9087 1.6160 1.2463 0.046 0.059 -0.033 0.361
H 1.4449 2.0609 1.8750 0.293 -0.602 -0.020 0.364
H 2.6894 1.7304 2.8836 0.116 -0.044 -0.183 0.354
H 3.6010 -0.2397 0.4399 -0.215 1.148 -0.263 0.428
```
Positions in Å, forces in eV/Å.


(2)
A cluster of 4 separate species, C24H52FO9P in total. Source: OMol25; level of theory: ωB97M-V/def2-TZVPD.

The charge is 0. The calculation puts the LUMO energy at 0.67 eV. As for the HOMO energy: -8.754 eV. For the HOMO-LUMO gap, the calculation gives 9.4 eV. As for the SMILES: C#CCP[C@H](F)CC.COCCOCCOC.COCCOCCOC.COCCOCCOC.

```
87
Properties=species:S:1:pos:R:3:forces:R:3:mulliken_charge:R:1
C -0.7952 -5.5445 0.6518 -0.111 -0.019 -0.233 0.031
C -1.4647 -4.6029 0.3269 0.361 -0.091 0.121 -0.531
C -2.2564 -3.4866 -0.1631 0.106 -0.570 0.300 -0.292
P -3.4860 -4.0455 -1.4334 -0.548 1.014 -0.793 -0.173
C -4.7446 -4.8793 -0.3465 0.664 -0.028 0.482 0.133
F -5.3264 -5.9036 -1.0875 -0.080 -0.001 -0.154 -0.329
C -5.8011 -3.9070 0.1460 -0.675 -0.246 -0.286 -0.445
C -7.1203 -4.6240 0.4666 0.206 0.083 0.245 -1.217
H -0.2179 -6.4209 0.8176 0.021 0.029 0.199 0.450
H -1.6136 -2.7139 -0.5740 0.017 0.116 -0.133 0.149
H -2.7981 -3.0378 0.6692 -0.163 0.156 -0.050 0.238
H -2.8200 -5.1414 -2.0126 0.094 -0.247 0.448 0.050
H -4.2470 -5.3272 0.5185 -0.063 -0.292 -0.057 0.306
H -5.4694 -3.3983 1.0471 0.356 0.071 0.007 0.277
H -5.9962 -3.1549 -0.6166 0.055 0.178 -0.015 0.352
H -6.9429 -5.5924 0.9275 0.025 -0.110 0.054 0.328
H -7.7120 -4.7831 -0.4271 -0.068 -0.060 -0.102 0.293
H -7.6937 -4.0303 1.1734 -0.170 0.076 -0.034 0.379
C 0.5019 4.2822 -1.1968 0.039 -0.010 0.118 -0.856
O 0.5649 3.3072 -0.1825 -0.006 -0.176 -0.192 -0.203
C -0.7187 2.8694 0.2356 0.198 0.137 0.118 -0.730
C -0.6580 1.4742 0.8117 -0.102 -0.126 0.064 -0.007
O -0.5791 0.4358 -0.1579 0.023 0.028 -0.020 -0.474
C 0.6512 0.2609 -0.8513 -0.143 -0.122 -0.127 -0.207
C 1.7481 -0.3466 -0.0091 0.178 0.191 -0.032 -0.574
O 2.2956 0.6290 0.8619 -0.121 0.032 0.094 -0.257
C 2.7677 0.1004 2.0770 -0.036 0.087 -0.121 -0.686
H 0.0211 5.1999 -0.8378 -0.034 0.017 -0.065 0.311
H 1.5224 4.5118 -1.4976 0.013 0.015 0.043 0.238
H -0.0441 3.9068 -2.0706 -0.043 0.048 0.007 0.351
H -1.4208 2.8809 -0.6064 -0.009 -0.013 -0.015 0.415
H -1.0843 3.5552 1.0120 -0.154 -0.048 -0.023 0.428
H -1.6021 1.2977 1.3313 -0.005 0.001 -0.010 0.338
H 0.1405 1.3910 1.5505 0.092 0.103 -0.060 -0.083
H 0.9823 1.1892 -1.3201 0.092 0.074 0.143 0.120
H 0.4244 -0.4444 -1.6544 -0.006 -0.007 0.006 0.306
H 2.5465 -0.7175 -0.6654 -0.095 -0.138 -0.031 0.392
H 1.3366 -1.1887 0.5598 0.000 -0.010 0.017 0.359
H 1.9635 -0.4205 2.6117 0.066 -0.083 0.026 0.353
H 3.0943 0.9448 2.6798 0.098 -0.027 -0.004 0.061
H 3.6108 -0.5834 1.9246 -0.031 -0.040 0.044 0.386
C -2.0156 4.9553 7.8521 0.063 -0.084 0.040 -0.769
O -1.2563 3.9536 7.2153 -0.005 0.158 -0.223 -0.271
C -2.0572 3.0444 6.4800 0.164 -0.011 0.213 -0.635
C -1.2679 2.4086 5.3582 -0.027 -0.101 -0.077 -0.390
O -1.0921 3.2417 4.2225 -0.020 0.002 -0.028 -0.372
C -0.1631 4.3116 4.3236 -0.043 0.065 -0.064 -0.601
C 1.2838 3.8800 4.2660 0.115 0.090 0.212 -0.170
O 1.7126 3.3244 5.5019 -0.200 -0.160 -0.073 -0.312
C 2.7194 2.3557 5.3193 -0.039 0.128 0.016 -0.596
H -2.6813 4.5277 8.6109 -0.051 0.046 -0.012 0.325
H -1.3202 5.6382 8.3359 0.020 -0.035 0.027 0.231
H -2.6114 5.5197 7.1251 -0.051 -0.020 0.030 0.332
H -2.9308 3.5561 6.0593 -0.012 -0.003 -0.019 0.347
H -2.4036 2.2555 7.1620 -0.130 -0.025 -0.084 0.420
H -1.8496 1.5591 4.9929 -0.007 0.010 -0.018 0.391
H -0.3135 2.0226 5.7209 0.035 0.121 0.108 0.195
H -0.3556 4.9282 5.2033 0.077 -0.092 0.105 0.200
H -0.3523 4.9280 3.4417 0.002 -0.015 -0.016 0.468
H 1.9087 4.7565 4.0483 -0.025 -0.019 -0.162 0.414
H 1.4039 3.1524 3.4545 0.000 0.006 -0.024 0.051
H 2.3543 1.5517 4.6713 0.099 -0.040 0.005 0.104
H 2.9735 1.9369 6.2910 -0.019 0.070 0.035 0.315
H 3.6170 2.8030 4.8756 0.035 -0.097 -0.032 0.338
C 4.6788 -3.8812 -6.5851 -0.089 0.017 -0.074 -0.773
O 3.5126 -3.0921 -6.5332 0.122 0.141 0.197 -0.273
C 2.6015 -3.5276 -5.5383 0.002 0.022 -0.266 -0.607
C 1.7171 -2.3925 -5.0746 -0.111 -0.012 0.098 -0.451
O 2.3432 -1.4948 -4.1686 -0.006 0.001 0.000 -0.328
C 3.3160 -0.6022 -4.6920 0.058 0.020 0.127 -0.434
C 2.7415 0.5373 -5.5029 0.112 -0.014 -0.228 -0.540
O 2.3568 0.1046 -6.7969 -0.191 -0.143 0.118 -0.285
C 1.2943 0.8601 -7.3325 0.121 -0.009 -0.023 -0.767
H 4.4489 -4.9115 -6.8805 0.050 -0.028 0.041 0.323
H 5.3422 -3.4403 -7.3265 -0.032 -0.004 -0.036 0.233
H 5.1926 -3.8889 -5.6166 -0.009 -0.062 0.002 0.336
H 3.1416 -3.9373 -4.6766 -0.005 -0.001 0.023 0.358
H 1.9693 -4.3170 -5.9675 -0.023 -0.068 0.142 0.410
H 0.8952 -2.8330 -4.5055 0.015 0.003 0.023 0.380
H 1.2811 -1.8626 -5.9229 0.135 -0.009 -0.105 0.214
H 4.0858 -1.1351 -5.2526 -0.077 0.004 -0.154 0.160
H 3.7948 -0.1648 -3.8125 -0.024 -0.002 0.014 0.421
H 3.5082 1.3166 -5.6112 -0.042 0.069 0.139 0.401
H 1.8825 0.9591 -4.9681 -0.009 0.001 0.024 0.332
H 0.4141 0.8192 -6.6802 0.003 0.061 0.006 0.331
H 1.0339 0.4254 -8.2955 0.042 0.003 -0.018 0.235
H 1.5860 1.9063 -7.4812 -0.066 0.025 0.012 0.326
```
Positions in Å, forces in eV/Å.


(3)
A structure of composition C4H6O. Source: OMol25; level of theory: ωB97M-V/def2-TZVPD.

The charge is 0. The value obtained for the energy relative to the best compared isomer or geometry (same formula, charge and spin) is 1.961 eV. The calculation puts the LUMO energy at 1.17 eV. As for the HOMO energy: -9.618 eV. For the HOMO-LUMO gap, the calculation gives 10.8 eV.

```
11
Properties=species:S:1:pos:R:3:forces:R:3:mulliken_charge:R:1
C -1.1590 -0.4374 -0.2600 -1.107 -1.568 2.864 -0.520
C -0.0331 -0.0673 0.7320 0.614 0.059 -0.632 -0.330
C 1.2769 -0.1799 -0.0168 0.406 -0.064 0.250 -0.357
O 0.7581 0.5869 -1.1277 0.008 0.111 -0.092 -0.407
C -0.4602 0.8112 -0.4130 0.261 1.081 -0.059 -0.084
H -1.9802 -0.5254 0.4921 -0.133 0.514 -1.509 0.248
H -1.0651 -1.2807 -0.9261 0.180 0.041 -0.202 0.244
H -0.1506 0.1215 1.7988 -0.182 -0.346 -0.414 0.362
H 1.6043 -1.1841 -0.3146 -0.053 0.158 0.029 0.233
H 2.1002 0.3530 0.4700 -0.022 -0.013 -0.151 0.244
H -0.8913 1.8021 -0.4346 0.030 0.028 -0.084 0.366
```
Positions in Å, forces in eV/Å.


(4)
A structure of composition C35H37F15N5ORu. Source: OMol25; level of theory: ωB97M-V/def2-TZVPD.

The charge is 0. The value obtained for the energy relative to the best compared isomer or geometry (same formula, charge and spin) is 0.000 eV. The calculation puts the LUMO energy (spin up / spin down) at 0.21 / -0.87 eV. As for the HOMO energy (spin up / spin down): -7.281 / -7.491 eV. For the HOMO-LUMO gap (spin up / spin down), the calculation gives 7.5 / 6.6 eV. The spin multiplicity is 6.

```
94
Properties=species:S:1:pos:R:3:forces:R:3:mulliken_spin:R:1
Ru -0.0260 -0.1338 -0.0499 0.152 -0.136 0.366 3.761
C 1.9388 2.3791 1.5756 -0.014 0.015 -0.032 0.009
N 1.8212 0.9276 1.4962 0.028 0.029 -0.095 0.101
C 3.0050 0.3459 0.8565 0.038 0.053 -0.001 0.034
C 2.7899 -1.0779 0.3798 0.003 -0.058 -0.056 0.009
N 1.7229 -1.1299 -0.6192 0.058 0.057 0.112 0.130
C 1.6652 -2.2189 -1.4590 -0.096 0.002 -0.105 0.016
C 2.2638 -3.4687 -1.2650 -0.015 -0.064 0.042 0.041
F 2.9625 -3.7304 -0.1437 0.007 -0.016 -0.018 0.001
C 2.1161 -4.5148 -2.1605 0.032 -0.054 0.019 -0.016
F 2.7077 -5.6837 -1.9068 -0.009 0.027 -0.008 -0.001
C 1.3447 -4.3715 -3.2959 0.018 -0.033 0.004 0.041
F 1.2015 -5.3797 -4.1592 0.003 0.011 0.016 0.002
C 0.7192 -3.1577 -3.5182 -0.055 0.033 -0.050 0.000
F -0.0349 -2.9839 -4.6067 0.019 -0.005 0.026 -0.001
C 0.8855 -2.1258 -2.6234 0.053 0.013 0.007 -0.001
F 0.2539 -0.9626 -2.8802 -0.001 -0.006 -0.024 0.009
C 1.5178 0.3842 2.8310 0.018 0.009 0.032 -0.013
C 0.0197 0.1220 2.8995 0.023 -0.006 -0.016 0.047
N -0.3041 -0.9358 1.9534 -0.245 0.026 -0.051 0.262
C -0.0890 -2.2401 2.3242 0.142 -0.066 -0.003 0.020
C -0.2596 -3.2782 1.3816 -0.052 0.024 -0.006 -0.015
F -0.6496 -2.9707 0.1343 -0.025 -0.003 0.008 0.022
C -0.0565 -4.6153 1.6429 -0.015 -0.035 -0.074 -0.012
F -0.2429 -5.5107 0.6693 0.007 0.026 0.022 0.000
C 0.3391 -5.0355 2.8982 0.004 -0.035 0.006 0.024
F 0.5335 -6.3300 3.1668 -0.001 0.017 -0.003 0.001
C 0.5254 -4.0691 3.8603 0.026 0.010 0.075 -0.009
F 0.9194 -4.4250 5.0879 -0.016 0.016 -0.035 0.000
C 0.3238 -2.7262 3.5823 0.052 0.027 0.025 0.022
F 0.5785 -1.8927 4.6191 -0.015 -0.005 -0.002 0.002
H 2.7847 2.6797 2.2085 0.010 -0.012 0.003 0.004
H 1.0275 2.7993 2.0046 0.005 0.004 -0.003 0.000
H 2.0774 2.8028 0.5823 -0.007 -0.006 0.002 -0.001
H 3.8727 0.3804 1.5311 0.004 -0.006 0.008 0.002
H 3.2381 0.9650 -0.0140 0.007 0.006 0.008 -0.008
H 2.5820 -1.7334 1.2332 0.006 -0.004 -0.002 -0.014
H 3.7341 -1.4197 -0.0545 -0.001 -0.006 0.015 0.009
H 1.8662 1.0720 3.6104 -0.017 -0.002 0.012 0.004
H 2.0415 -0.5616 2.9742 0.019 0.021 0.004 -0.008
H -0.5112 1.0304 2.5880 0.010 -0.004 -0.030 -0.023
H -0.3111 -0.0833 3.9142 -0.013 -0.008 0.020 0.021
C -6.7110 -4.7507 -1.9679 0.008 0.005 0.000 0.000
C -5.7898 -3.6533 -1.5082 -0.016 -0.019 -0.019 0.001
C -5.5711 -3.4190 -0.1614 -0.002 0.014 0.035 0.000
C -4.6993 -2.4273 0.2794 0.010 -0.002 -0.039 0.002
C -4.4646 -2.3069 1.7678 0.007 -0.011 -0.013 0.002
C -4.0401 -1.6258 -0.6627 0.018 -0.006 -0.038 0.023
C -3.0534 -0.5843 -0.1601 0.088 -0.207 0.218 0.024
O -1.8041 -0.7318 -0.7289 -0.094 0.378 -0.375 0.322
C -4.2240 -1.8681 -2.0334 -0.010 -0.002 0.025 -0.001
C -3.4910 -1.1123 -3.1119 -0.009 0.001 -0.018 0.012
C -5.1004 -2.8717 -2.4252 -0.010 0.012 -0.011 -0.002
H -7.4446 -4.9984 -1.2010 0.003 0.002 0.001 0.000
H -6.1477 -5.6589 -2.1937 0.000 0.004 0.000 0.000
H -7.2458 -4.4628 -2.8734 0.002 -0.001 0.003 0.000
H -6.0825 -4.0314 0.5739 0.003 0.005 -0.005 0.000
H -5.0866 -3.0255 2.3000 0.010 -0.005 -0.008 0.000
H -4.6998 -1.3173 2.1569 -0.009 0.018 0.005 0.000
H -3.4222 -2.5220 2.0198 -0.005 0.009 0.006 -0.001
H -2.9757 -0.7141 0.9267 -0.013 0.020 0.010 0.011
H -3.5942 -0.0350 -3.0083 -0.017 -0.009 -0.005 -0.001
H -3.8798 -1.3936 -4.0906 0.005 -0.017 0.012 0.001
H -2.4245 -1.3326 -3.0829 0.005 0.007 0.018 -0.006
H -5.2450 -3.0497 -3.4859 0.000 0.001 0.005 0.000
F -2.7707 1.5940 0.6988 0.000 0.041 -0.034 -0.001
C -3.4684 0.8994 -0.2695 0.041 -0.061 -0.009 -0.010
F -3.1147 1.4657 -1.4480 -0.046 -0.010 -0.039 -0.004
C -4.9491 1.2551 -0.0499 -0.030 0.036 0.035 0.004
F -5.7164 0.7513 -1.0116 -0.009 0.007 -0.010 0.000
F -5.1067 2.5864 -0.0536 0.019 0.015 0.015 0.000
F -5.3725 0.7964 1.1318 -0.012 -0.036 -0.010 0.000
C -0.2463 4.8720 -4.1446 -0.006 -0.003 -0.011 0.001
C 0.7640 4.7619 -3.0089 -0.014 0.013 -0.018 0.000
N 0.2553 4.0549 -1.8354 0.004 -0.036 -0.013 0.012
C -0.5866 4.8156 -0.9144 0.023 0.020 0.028 0.005
C -2.0877 4.6939 -1.1579 0.001 0.009 0.001 -0.001
C 0.4426 2.7253 -1.6580 0.080 -0.059 -0.004 0.035
C 1.3874 2.0028 -2.5762 -0.016 0.037 0.035 0.071
N -0.1136 2.0419 -0.7072 -0.125 0.062 0.097 0.003
H 0.2335 5.2870 -5.0318 -0.008 0.010 0.007 0.000
H -1.0801 5.5215 -3.8804 0.004 -0.015 0.004 0.000
H -0.6493 3.8907 -4.4005 0.015 0.004 -0.006 0.000
H 1.0732 5.7561 -2.6812 -0.002 0.003 -0.003 0.000
H 1.6618 4.2649 -3.3634 0.010 -0.019 0.007 0.000
H -0.2758 5.8575 -0.9969 -0.008 0.005 0.004 0.000
H -0.3401 4.5116 0.1069 0.000 -0.027 -0.005 -0.001
H -2.3839 5.2067 -2.0719 0.004 -0.015 0.002 0.000
H -2.6357 5.1413 -0.3277 0.004 0.012 -0.010 0.000
H -2.3966 3.6547 -1.2416 -0.008 -0.013 0.005 0.001
H 2.3649 2.4865 -2.5874 0.008 -0.011 0.007 0.000
H 1.0073 1.9827 -3.5983 -0.010 -0.005 0.003 -0.001
H 1.5027 0.9814 -2.2239 0.011 0.012 -0.046 0.008
H -0.7621 2.5816 -0.1446 -0.052 -0.025 -0.054 0.017
```
Positions in Å, forces in eV/Å.


E across the listed records, respectively: -14655.467, -56157.371, -6289.957, -89734.703 eV.
Strongest force on any atom across the listed records, respectively: 0.0713, 0.0272, 0.0671, 0.0105 Eh/bohr.